# 1
Molecular formula: C41H62BN6PS3W
Method: DFT, the ωB97M-V functional and the def2-TZVPD basis

Properties
* LUMO energy (alpha / beta): -14.0 / -14.0 eV
* HOMO level (alpha / beta): -19.159 / -19.159 eV
* charge: +4
* energy relative to the best compared isomer or geometry (same formula, charge and spin): 1.402 eV
* frontier orbital gap (alpha / beta): 5.201 / 5.202 eV

XYZ file:
```
115
Properties=species:S:1:pos:R:3:forces:R:3:lowdin_charge:R:1
W 0.29815 0.07938 0.35557 -1.4543 -2.2012 -0.7389 0.902
C -4.09234 -2.66197 0.69424 0.0634 0.1916 -0.0046 -0.017
C -3.92911 -1.16503 0.80028 -0.0946 -0.4937 0.0105 -0.205
C -4.93214 -0.32772 1.22294 -0.2304 0.0342 0.0943 0.129
C -4.72368 1.06304 1.35867 -0.0419 0.0235 -0.0400 -0.138
N -3.56831 1.60046 0.99141 -0.2845 -0.1412 0.1221 0.209
N -2.60981 0.80460 0.54943 0.3774 -0.0062 -0.0996 -0.031
B -1.31964 1.66880 0.14254 -0.4358 0.9579 0.2386 -0.632
N -1.10273 2.76338 1.25307 -0.0306 -0.1384 -0.6114 -0.017
N -1.26005 4.04277 0.95339 0.0909 0.0701 0.2005 0.221
C -1.17286 4.92607 1.94130 -0.0824 0.0165 -0.0131 -0.139
C -0.97495 4.48748 3.27015 -0.0826 0.1972 0.1211 0.126
C -0.76239 3.16133 3.56568 0.1093 -0.0087 0.6194 -0.202
C -0.46220 2.65292 4.95322 0.0302 0.0565 -0.1749 -0.006
C -0.79855 2.31462 2.46524 -0.0018 -0.1791 0.0227 -0.502
S -0.41958 0.59413 2.57000 0.6999 0.3728 -1.1967 0.860
C -1.35434 6.40417 1.63168 0.0283 -0.0382 -0.0640 -0.531
C -2.82953 6.74359 1.92852 -0.0403 -0.0800 0.1339 -0.007
C -0.43680 7.23328 2.54977 -0.0176 0.0371 -0.0186 -0.028
C -1.03023 6.72012 0.16437 0.1652 -0.1653 0.1418 -0.033
N -1.56460 2.29835 -1.25343 -0.0797 -0.0853 0.4825 0.004
N -2.54471 3.20134 -1.34866 -0.0556 -0.1891 -0.1667 0.212
C -2.82348 3.67151 -2.55062 0.0314 0.0678 -0.1089 -0.145
C -2.10706 3.21812 -3.68707 -0.0628 0.0939 -0.0743 0.128
C -1.09944 2.29733 -3.57808 0.1925 -0.0436 -0.7083 -0.203
C -0.30610 1.77255 -4.75295 -0.1164 -0.0010 0.2127 -0.013
C -0.86866 1.84818 -2.27984 0.1791 -0.1266 -0.0680 -0.487
S 0.34995 0.63701 -1.97429 0.0455 0.2676 1.5272 0.846
C -3.90491 4.71998 -2.70951 -0.1047 0.0436 0.0066 -0.532
C -4.66500 4.93963 -1.39887 0.0010 -0.1005 -0.0935 -0.039
C -4.88801 4.26003 -3.80683 0.0203 -0.0257 0.0454 -0.018
C -3.22699 6.03573 -3.14693 0.0918 -0.0527 -0.0350 -0.005
C -2.71896 -0.53129 0.49286 0.1550 0.2571 -0.0632 -0.503
S -1.32800 -1.54478 0.06336 0.5706 0.4331 0.1752 0.817
C -5.79827 1.96867 1.91874 -0.0054 0.0182 0.0814 -0.537
C -6.19282 1.42674 3.31095 0.0068 0.0072 -0.0441 -0.014
C -7.01548 1.91896 0.97420 0.0037 -0.0831 -0.0477 -0.008
C -5.29327 3.40859 2.05182 0.1239 -0.0378 0.0218 -0.040
H -5.09113 -2.96677 1.00070 0.0260 0.0581 -0.0074 0.108
H -3.37284 -3.18726 1.32885 -0.0412 0.0677 0.0007 0.099
H -3.93855 -3.00176 -0.33416 -0.0181 0.0569 0.0396 0.106
H -5.89611 -0.75300 1.48872 0.0976 0.0954 -0.0323 0.151
H -0.96929 5.21840 4.07491 0.0223 -0.1093 -0.1414 0.148
H -0.74260 3.38957 5.70320 -0.0127 0.0027 -0.0282 0.108
H 0.60973 2.46080 5.06511 -0.0602 0.0285 -0.0381 0.109
H -0.98918 1.72189 5.17339 -0.0268 0.0636 -0.0430 0.089
H -3.07394 6.56392 2.98133 0.0000 0.0315 -0.1071 0.099
H -3.51448 6.15407 1.31215 0.0843 0.0639 0.0273 0.069
H -3.00313 7.80182 1.72260 0.0212 -0.0777 0.0297 0.111
H -0.77440 7.24618 3.59082 0.0372 0.0099 -0.1472 0.091
H -0.44648 8.26726 2.20513 0.0078 -0.0078 0.0369 0.108
H 0.60157 6.88424 2.51694 -0.1188 0.0464 -0.0185 0.102
H -1.53170 6.04097 -0.52447 -0.0502 0.0169 0.0651 0.044
H 0.04856 6.65806 -0.01382 -0.0998 0.0027 -0.0241 0.095
H -1.34854 7.73836 -0.05952 0.0423 -0.0263 0.0226 0.107
H -2.37006 3.60058 -4.66613 0.0096 0.0467 0.0548 0.148
H -0.53523 2.33332 -5.65603 -0.0152 0.0217 0.0256 0.106
H -0.54477 0.72065 -4.94526 -0.0183 0.1026 0.0502 0.108
H 0.77168 1.84105 -4.57392 -0.1132 0.0569 0.0184 0.093
H -5.28797 4.07152 -1.15893 0.0778 0.0835 0.0025 0.078
H -5.31900 5.80543 -1.50781 -0.0027 -0.0617 -0.0029 0.110
H -3.98736 5.12267 -0.56359 -0.0050 0.0194 -0.0634 0.048
H -5.29259 3.26381 -3.59861 0.0239 0.1140 -0.0052 0.100
H -4.44272 4.25566 -4.80538 -0.0195 0.0029 0.1055 0.090
H -5.72205 4.96116 -3.83813 0.0031 -0.0266 -0.0144 0.108
H -2.54355 6.41319 -2.38129 -0.0953 -0.0319 -0.0801 0.073
H -3.99707 6.78985 -3.31734 0.0442 -0.0423 0.0020 0.111
H -2.66699 5.92147 -4.08112 -0.0745 0.0142 0.0893 0.096
H -6.64425 0.43077 3.26540 0.0551 0.1218 -0.0113 0.092
H -6.93588 2.09513 3.74796 0.0292 -0.0353 -0.0045 0.109
H -5.33194 1.39040 3.98707 -0.0893 0.0215 -0.0624 0.096
H -7.47575 0.92648 0.94639 0.0578 0.0934 -0.0113 0.095
H -6.74792 2.20496 -0.04765 -0.0211 0.0128 0.0924 0.088
H -7.77422 2.61550 1.33412 0.0414 -0.0451 -0.0134 0.109
H -4.49219 3.47739 2.79967 -0.1079 0.0039 -0.1024 0.085
H -6.11852 4.04102 2.38197 0.0659 -0.0327 0.0140 0.109
H -4.91241 3.80186 1.10546 -0.0854 -0.0701 0.1165 0.052
C 4.80390 -1.15624 1.73005 0.0653 -0.0503 0.1174 -0.046
C 3.33344 -0.73008 1.65831 -0.2656 -0.1404 -0.0647 -0.656
C 3.21894 0.60579 2.41298 0.2140 -0.1204 0.1409 -0.089
C 2.41982 -1.82049 2.25288 0.3649 -0.0026 0.0409 -0.069
P 2.75193 -0.40464 -0.10221 0.8908 0.4277 0.4581 1.061
C 3.56385 1.10728 -0.61317 -0.0741 0.0731 -0.1508 -0.385
C 2.89651 2.31960 -0.40768 0.1841 0.0031 -0.0154 -0.145
C 3.50019 3.52684 -0.70140 0.1596 0.0002 -0.0550 -0.037
C 4.79670 3.52701 -1.21379 -0.0109 0.0628 0.0045 -0.012
C 5.47899 2.33313 -1.40646 -0.0029 -0.0242 0.0116 -0.013
C 4.86825 1.12161 -1.10573 0.0745 -0.0844 -0.0358 -0.061
C 2.90567 -1.85750 -1.30348 -0.3110 0.2299 0.0612 -0.646
C 3.11496 -1.31661 -2.72386 0.0561 -0.1794 0.0066 -0.065
C 4.07780 -2.75691 -0.91182 0.0469 -0.1377 -0.0928 -0.051
C 1.58040 -2.64100 -1.20959 0.1880 -0.0265 0.0845 -0.112
H 5.10906 -1.09616 2.78125 -0.0287 0.0233 -0.1095 0.121
H 5.45690 -0.48500 1.16810 -0.0390 -0.0046 0.0482 0.093
H 4.97248 -2.17597 1.40404 0.0109 -0.0016 0.0349 0.075
H 3.24745 0.40431 3.48815 0.0540 -0.0104 -0.0940 0.115
H 2.31303 1.16974 2.22062 -0.3084 0.1144 -0.0596 0.015
H 4.04873 1.26429 2.16342 0.0495 -0.0140 0.0036 0.104
H 2.60311 -1.91935 3.32644 -0.0228 0.0368 -0.0633 0.118
H 2.60357 -2.79615 1.80148 -0.0239 0.0224 -0.0061 0.088
H 1.34454 -1.61778 2.14257 -0.2098 0.0849 0.0120 0.019
H 1.89410 2.34282 0.00548 -0.3325 -0.0227 0.1043 0.062
H 2.97944 4.46301 -0.53530 0.0319 -0.0812 -0.0148 0.120
H 5.27676 4.46754 -1.45803 -0.0105 -0.0649 0.0250 0.133
H 6.49197 2.34178 -1.78999 -0.0547 0.0003 0.0121 0.134
H 5.41860 0.19820 -1.25450 -0.0251 0.0747 -0.0128 0.115
H 4.10382 -0.88216 -2.85509 -0.0053 -0.0143 0.0157 0.091
H 2.37808 -0.57969 -3.03220 -0.0369 0.0246 -0.0049 0.031
H 3.03291 -2.16679 -3.40842 0.0209 0.0584 0.0462 0.119
H 5.02531 -2.22063 -0.84041 -0.0736 -0.0429 -0.0409 0.093
H 4.18438 -3.49524 -1.71418 -0.0043 0.0384 0.0733 0.122
H 3.90131 -3.30751 0.01276 0.0075 0.0440 -0.0820 0.086
H 0.74055 -2.06648 -1.61368 -0.0255 -0.0011 -0.0881 0.011
H 1.35835 -2.97236 -0.18878 0.0295 -0.0069 -0.0554 0.070
H 1.65237 -3.54608 -1.82191 -0.0193 0.0709 0.0241 0.124
```
Positions in Å, forces in eV/Å.

=====

# 2
Molecular formula: C41H63BrCl2N2O26PS2
Method: DFT, the ωB97M-V functional and the def2-TZVPD basis

Properties
* LUMO energy: 1.6 eV
* HOMO level: -5.271 eV
* charge: -1
* frontier orbital gap: 6.872 eV

XYZ file:
```
138
Properties=species:S:1:pos:R:3:forces:R:3:lowdin_charge:R:1
C 2.74690 -4.63357 1.49798 -0.7812 -0.3037 -0.8075 -0.033
C 2.18896 -3.95225 0.22822 -0.1268 -1.2414 0.9827 -0.480
N 2.86982 -3.04780 -0.31080 0.3627 0.8311 -0.6780 0.148
C 0.87963 -4.44948 -0.30631 -0.6103 -0.5909 0.9094 -0.317
P -0.42476 -3.01625 -0.56258 1.5506 1.3646 -2.6579 0.429
Br -1.05121 -3.32381 1.72699 -0.5625 -0.2561 1.3609 0.330
C 0.17927 -2.73397 -2.38402 -0.2773 0.7220 0.2901 -0.302
C 1.03656 -1.45523 -2.54474 -0.3891 -0.4011 -1.2017 -0.298
C 1.86534 -1.50258 -3.86906 -0.1398 -0.0982 0.4037 -0.478
S 3.56236 -0.84024 -3.70300 0.0004 -0.2613 -0.0729 0.861
C 4.64954 -2.07218 -2.94524 -0.5088 0.5273 0.6118 -1.063
S 5.49877 -1.54211 -1.65337 0.4457 0.2055 -0.5059 0.726
N 4.77635 -3.34908 -3.47095 -0.1069 0.6309 0.9175 -0.173
C 3.58013 -4.18953 -3.27852 -0.4361 -0.8648 -1.2360 -0.145
C 3.86840 -5.50781 -2.54755 -0.2825 0.5624 0.5106 -0.184
O 4.92162 -6.25838 -3.11906 -0.1147 -0.0137 -0.0963 -0.130
C 5.92258 -5.44249 -3.70241 0.5568 0.3793 0.3231 -0.187
C 5.99472 -4.03400 -3.07061 -0.4056 -1.6264 -1.0589 -0.204
C -1.53775 -1.44229 -0.65651 1.7458 1.7532 1.1587 -0.333
C -0.67069 -0.29376 -0.01690 -1.1531 -1.6929 1.7819 -0.387
C -0.95850 -0.00078 1.44864 0.5758 0.7662 -2.7422 -0.108
O -1.36526 0.87341 0.34263 -0.1250 0.1520 0.1735 -0.097
C -1.73982 -4.26369 -1.27634 -1.0387 -1.0909 0.6299 -0.736
Cl -3.26727 -3.47646 -1.93785 0.8196 0.7656 0.2032 0.512
C -2.18896 -5.50100 -0.43313 -0.8128 -1.1606 -1.8043 -0.672
C -1.23846 -6.72849 -0.52106 -0.0130 0.8461 0.3586 -0.156
Cl -3.70772 -6.21614 -1.31475 -0.1102 -0.3739 0.3695 0.434
H 2.01356 -5.34521 1.87758 0.0953 0.1240 0.3075 0.061
H 3.00780 -3.89544 2.25291 0.0687 -0.0392 0.0292 0.078
H 3.62115 -5.21162 1.18646 0.1251 0.1294 0.1971 0.072
H 3.70691 -2.90755 0.25670 0.1848 0.3086 -0.2434 0.048
H 0.46983 -5.06375 0.49562 0.0196 -0.1552 -0.2459 -0.007
H 0.97202 -5.11964 -1.16649 0.2744 0.3933 -0.1821 0.068
H 0.59375 -2.14490 -0.05806 -0.1094 -0.3113 0.1920 -0.015
H -0.72200 -2.58373 -2.99430 0.0858 -0.1309 0.0155 0.062
H 0.67896 -3.60846 -2.81244 0.1053 -0.0165 0.2549 0.059
H 0.32623 -0.63736 -2.70376 0.1739 0.1470 0.3832 0.094
H 1.65496 -1.21886 -1.68350 0.1637 -0.2911 -0.0634 0.061
H 1.86768 -2.49223 -4.32468 0.1036 0.0025 0.1148 0.051
H 1.36605 -0.86191 -4.60055 0.3708 0.1225 -0.0668 0.065
H 3.19843 -4.47230 -4.27189 0.0192 0.0532 0.0746 0.127
H 2.78251 -3.64292 -2.78587 0.1940 -0.0698 0.3531 0.070
H 2.95801 -6.10961 -2.58396 0.0515 -0.0527 -0.1195 0.123
H 4.06652 -5.33318 -1.48414 0.0963 0.1504 -0.0532 0.111
H 6.88901 -5.91298 -3.49974 -0.0925 -0.1783 -0.1707 0.118
H 5.75846 -5.40154 -4.78498 0.0961 0.1843 0.0064 0.121
H 6.09914 -4.19051 -1.99442 0.1421 0.4735 0.0425 0.106
H 6.84428 -3.52224 -3.51720 0.1113 0.1533 0.3745 0.122
H -1.67580 -1.02963 -1.65496 -0.7389 -0.6187 -0.2066 0.061
H -2.40378 -1.43726 -0.00020 -0.4723 -0.2742 -0.5927 0.047
H 0.36084 -0.20927 -0.34215 -0.1287 0.4316 -0.1109 0.102
H -1.77578 -0.52965 1.90637 0.1247 -0.0113 0.3900 0.061
H -0.15158 0.48873 1.97153 -0.0981 -0.3442 0.7273 0.083
H -1.29512 -4.66656 -2.18818 0.0700 -0.0237 0.1333 0.051
H -2.60936 -5.33726 0.54667 0.3352 0.4596 0.1196 0.032
H -0.75058 -6.87419 0.44239 0.3377 0.0135 -0.1946 0.073
H -0.53542 -6.54381 -1.33233 0.2455 -0.1794 0.2486 0.061
H -1.77743 -7.63427 -0.77319 -0.1368 0.0395 0.1632 0.033
C 8.61906 0.67722 1.93986 0.1471 0.0647 -0.3798 -0.118
C 7.31400 0.82678 2.68311 -0.0232 0.2341 0.1582 -0.113
O 6.49665 -0.18627 2.08822 0.2412 -0.0250 -0.0796 0.051
C 7.32499 -1.13023 1.56521 0.1563 0.2365 0.0644 -0.588
O 6.97024 -2.17882 1.14830 -0.2277 -0.4637 -0.0535 0.120
O 8.61299 -0.71516 1.58622 -0.1973 0.0005 0.2453 0.061
H 9.48174 0.91906 2.55761 0.0735 -0.2057 -0.0263 0.136
H 8.66684 1.27693 1.02366 -0.2058 -0.5924 0.6430 0.085
H 7.41027 0.61652 3.75131 -0.0153 -0.0238 -0.0266 0.131
H 6.86942 1.81186 2.55675 -0.1489 -0.0880 -0.0774 0.126
C 2.00032 3.01587 1.51713 -0.3671 -0.0867 -0.1172 -0.107
C 1.31026 4.23252 2.07191 -0.2106 0.2109 0.0449 -0.099
O 1.87963 4.34481 3.38709 0.3213 -0.2148 -0.2169 0.072
C 3.08076 3.72220 3.36887 -0.3018 0.1041 -0.0095 -0.567
O 3.87836 3.77558 4.24377 0.3512 -0.0095 0.2452 0.161
O 3.25671 3.02861 2.21469 -0.2416 0.1572 0.1653 0.026
H 2.15158 3.07158 0.44206 -0.0879 0.0874 0.1893 0.115
H 1.47257 2.09078 1.75114 0.0136 0.0003 0.0194 0.133
H 1.54458 5.13977 1.50978 0.0475 -0.0137 0.0143 0.140
H 0.23930 4.11584 2.11968 0.0068 0.0239 0.2300 0.094
C -3.54385 4.76824 2.68269 -0.0897 0.1941 0.1072 -0.117
C -4.34256 4.23437 1.51938 -0.3593 -0.0982 -0.0698 -0.109
O -3.36886 4.19406 0.46807 0.0196 0.1138 0.3031 0.076
C -2.14949 4.11504 1.04471 -0.4042 -0.1863 -0.1367 -0.572
O -1.14292 3.89550 0.46804 0.5448 0.0937 -0.5018 0.160
O -2.22208 4.31560 2.38153 -0.1774 0.0558 0.1098 0.054
H -3.87765 4.37992 3.63412 0.1177 -0.1785 0.2141 0.130
H -3.54255 5.85966 2.72594 0.0236 -0.0081 -0.0574 0.132
H -4.71590 3.22324 1.69318 0.0706 0.0143 -0.0085 0.139
H -5.17743 4.87797 1.25225 0.1021 0.0046 -0.1962 0.133
C 10.23011 2.00992 -2.44001 0.0857 -0.2157 -0.2892 -0.108
C 10.57549 3.47845 -2.42633 0.1549 0.1723 -0.2609 -0.113
O 9.76800 3.98021 -1.35663 0.1300 -0.1791 0.0056 0.074
C 9.49560 2.94777 -0.53437 -0.1121 0.1408 -0.0270 -0.563
O 8.98891 3.05451 0.53963 0.0668 0.7382 -0.2427 0.137
O 9.87785 1.77037 -1.07287 0.0553 0.1622 -0.0176 0.070
H 11.06512 1.38193 -2.74384 -0.0092 -0.0762 0.2561 0.132
H 9.37215 1.78712 -3.06746 -0.1950 0.0382 0.0013 0.129
H 11.62636 3.66022 -2.18701 -0.0348 -0.0195 0.0483 0.130
H 10.33420 3.97624 -3.36199 -0.1773 0.1179 0.1247 0.135
C -7.97233 -2.16305 -1.87394 -0.1943 -0.4064 -0.2946 -0.127
C -6.72642 -1.45822 -2.34311 0.2775 -0.1182 -0.2036 -0.107
O -6.82248 -0.18953 -1.66894 -0.2539 -0.3389 0.2849 0.070
C -7.61043 -0.36837 -0.57778 0.0737 -0.0602 -0.1595 -0.566
O -7.79128 0.42997 0.28235 0.0410 0.3514 0.0878 0.150
O -8.20226 -1.58589 -0.59244 0.1153 0.0708 -0.0544 0.061
H -7.83982 -3.23941 -1.79943 -0.0235 0.0137 0.2104 0.135
H -8.83824 -1.95403 -2.50683 0.0183 0.0316 -0.0203 0.129
H -5.81792 -1.98360 -2.03738 -0.0165 0.1945 0.1293 0.103
H -6.70259 -1.32549 -3.42197 0.0047 0.2687 0.0522 0.134
C -11.53801 2.39826 1.14015 -0.0845 -0.3226 0.2514 -0.118
C -10.66556 2.29399 -0.08622 0.2810 -0.2708 -0.0592 -0.112
O -10.83793 3.57962 -0.69528 -0.1686 0.0234 0.2707 0.064
C -11.21038 4.44907 0.27502 0.0521 -0.2468 0.0039 -0.573
O -11.27328 5.62171 0.13533 -0.0612 0.5102 -0.0309 0.164
O -11.51109 3.79872 1.43116 0.0688 -0.0813 -0.2846 0.048
H -11.15768 1.81923 1.97847 0.0590 0.1995 0.0940 0.134
H -12.57143 2.10216 0.94331 0.0033 0.0421 -0.0387 0.129
H -9.60993 2.15391 0.14959 -0.0414 -0.0008 0.0699 0.119
H -10.98356 1.49943 -0.75696 -0.0385 0.1552 -0.1625 0.133
C 4.57686 2.48184 -0.09771 -0.0454 -0.4177 0.1901 -0.121
C 4.59094 3.97379 -0.31096 -0.0921 0.2372 0.2436 -0.117
O 5.74149 4.15482 -1.14022 -0.0904 -0.0398 -0.0161 0.068
C 5.97133 2.98256 -1.77878 -0.1611 -0.1997 0.1159 -0.573
O 6.75361 2.85152 -2.66351 0.4954 0.0152 -0.3284 0.151
O 5.20527 1.99339 -1.28641 0.0923 0.3759 -0.0368 0.056
H 3.57197 2.07993 0.00278 0.4652 -0.3168 -0.3558 0.111
H 5.16839 2.17271 0.76517 -0.0170 0.0212 -0.0650 0.127
H 3.70910 4.32903 -0.84924 -0.0144 -0.0157 -0.0811 0.135
H 4.68706 4.53188 0.61735 0.2158 0.0363 -0.1079 0.133
C -11.71021 3.78051 6.06920 -0.1854 -0.1664 0.1793 -0.125
C -11.71399 5.23208 5.65527 -0.2206 0.2559 0.0517 -0.123
O -10.42345 5.38880 5.06370 -0.1768 -0.1136 0.1746 0.066
C -10.00773 4.16736 4.65251 -0.0497 0.0536 -0.1019 -0.582
O -9.05963 3.97775 3.97628 0.4757 -0.1193 -0.2881 0.175
O -10.82553 3.18938 5.11563 -0.1641 0.1485 0.1172 0.056
H -12.69616 3.32486 6.01848 0.0748 -0.1309 -0.1422 0.131
H -11.30133 3.63052 7.07051 0.0372 0.0301 -0.0163 0.132
H -12.47534 5.45231 4.90440 0.0321 -0.0494 -0.0326 0.134
H -11.84061 5.90976 6.49614 0.1921 0.0801 -0.0420 0.130
```
Positions in Å, forces in eV/Å.

=====

no.,E (eV)
1,-96723.7641
2,-225798.4145